1.
This record from the Open Molecules 2025 dataset describes a structure of composition C46H58BrN7O8S4SiSr. The level of theory is wB97M-V/def2-TZVPD.

Cartesian coordinates (Å):
Sr (-0.01, 0.35, -1.01)
C (-1.03, -3.31, 3.20)
C (-0.73, -2.95, 1.76)
N (0.31, -2.30, 1.41)
N (1.25, -1.85, 2.22)
C (1.33, -0.60, 2.49)
S (0.20, 0.63, 2.14)
S (2.84, -0.16, 3.36)
C (2.06, 0.76, 4.75)
C (1.53, -0.24, 5.72)
C (2.36, -0.81, 6.67)
C (1.91, -1.84, 7.48)
C (0.61, -2.31, 7.33)
C (-0.23, -1.73, 6.41)
C (0.22, -0.70, 5.60)
C (-1.69, -3.28, 0.72)
C (-2.64, -4.29, 0.89)
C (-3.63, -4.53, -0.04)
C (-3.69, -3.73, -1.18)
C (-2.77, -2.72, -1.38)
C (-1.75, -2.45, -0.45)
O (-0.89, -1.51, -0.64)
H (-0.32, -2.80, 3.85)
H (-0.92, -4.39, 3.34)
H (-2.05, -3.02, 3.46)
H (1.27, 1.36, 4.29)
H (2.85, 1.38, 5.18)
H (3.38, -0.45, 6.78)
H (2.56, -2.29, 8.21)
H (0.26, -3.14, 7.94)
H (-1.25, -2.08, 6.31)
H (-0.43, -0.25, 4.87)
H (-2.59, -4.92, 1.77)
H (-4.36, -5.32, 0.12)
H (-4.46, -3.92, -1.92)
H (-2.80, -2.10, -2.26)
C (1.99, -0.16, -3.80)
O (1.64, -1.23, -2.95)
C (1.25, -2.39, -3.52)
C (1.21, -2.64, -4.88)
C (0.92, -3.93, -5.32)
Br (0.90, -4.26, -7.19)
C (0.68, -4.97, -4.46)
C (0.68, -4.72, -3.08)
C (0.95, -3.43, -2.61)
O (1.02, -3.21, -1.29)
C (0.41, -5.80, -2.15)
N (0.56, -7.09, -2.41)
C (0.25, -7.74, -1.24)
C (0.29, -9.09, -0.91)
C (-0.06, -9.45, 0.38)
C (-0.45, -8.50, 1.33)
C (-0.48, -7.15, 1.02)
C (-0.12, -6.78, -0.26)
N (0.00, -5.57, -0.87)
H (2.86, -0.42, -4.42)
H (2.23, 0.67, -3.14)
H (1.14, 0.13, -4.42)
H (1.41, -1.86, -5.60)
H (0.48, -5.97, -4.81)
H (0.62, -2.33, -1.06)
H (0.60, -9.83, -1.63)
H (-0.02, -10.49, 0.67)
H (-0.73, -8.83, 2.32)
H (-0.75, -6.41, 1.75)
H (-0.17, -4.65, -0.48)
N (-0.11, 2.34, -3.86)
N (-1.07, 1.58, -4.56)
C (-1.64, 0.47, -3.84)
O (-2.74, 0.11, -4.26)
O (-0.94, -0.01, -2.94)
H (-0.52, 3.03, -3.24)
H (0.49, 2.82, -4.53)
H (-1.81, 2.11, -5.03)
C (-3.08, 4.07, 0.81)
C (-2.73, 3.11, -0.34)
C (-3.27, 3.66, -1.66)
C (-3.34, 1.73, -0.07)
O (-1.33, 2.93, -0.40)
Si (-0.09, 3.96, -0.67)
S (1.54, 2.80, -1.06)
O (-0.57, 4.85, -1.98)
C (-0.03, 6.05, -2.45)
C (-0.83, 7.21, -1.83)
C (1.45, 6.21, -2.08)
C (-0.19, 6.04, -3.97)
O (0.05, 5.15, 0.46)
C (0.71, 5.22, 1.70)
C (0.10, 4.24, 2.70)
C (2.20, 4.94, 1.57)
C (0.49, 6.67, 2.18)
H (-4.16, 4.23, 0.86)
H (-2.58, 5.02, 0.65)
H (-2.74, 3.64, 1.75)
H (-4.34, 3.83, -1.60)
H (-3.06, 2.95, -2.46)
H (-2.77, 4.60, -1.89)
H (-4.43, 1.79, 0.00)
H (-2.94, 1.33, 0.86)
H (-3.07, 1.05, -0.88)
H (-0.78, 7.12, -0.75)
H (-1.87, 7.15, -2.15)
H (-0.42, 8.18, -2.13)
H (1.55, 6.34, -1.01)
H (1.87, 7.08, -2.59)
H (2.00, 5.32, -2.37)
H (-1.22, 5.81, -4.23)
H (0.45, 5.27, -4.40)
H (0.08, 7.01, -4.39)
H (0.15, 3.24, 2.30)
H (-0.94, 4.49, 2.89)
H (0.64, 4.27, 3.64)
H (2.35, 3.92, 1.22)
H (2.70, 5.07, 2.53)
H (2.66, 5.61, 0.85)
H (-0.58, 6.87, 2.27)
H (0.90, 7.36, 1.44)
H (0.97, 6.85, 3.13)
S (5.14, 0.01, 0.50)
C (4.62, -1.63, 0.57)
C (3.34, -1.73, 0.13)
N (2.78, -0.56, -0.26)
C (3.58, 0.43, -0.13)
H (5.27, -2.39, 0.95)
H (2.76, -2.64, 0.07)
H (3.33, 1.44, -0.38)

- net charge = -2
- F_max (eV/Å) = 3.63
- E (eV) = -197563.0927
- HOMO (eV) = -2.5
- lowest unoccupied orbital energy (eV) = 3.84
- Kohn-Sham gap (eV) = 6.3

Löwdin population analysis, charges in e, atoms 1 to 99:
1. Sr 1.27
2. C -0.01
3. C -0.28
4. N 0.05
5. N -0.07
6. C -1.13
7. S 0.53
8. S 0.85
9. C -0.44
10. C -0.31
11. C -0.07
12. C -0.11
13. C -0.11
14. C -0.10
15. C -0.05
16. C -0.14
17. C -0.08
18. C -0.12
19. C -0.10
20. C 0.01
21. C -0.35
22. O -0.43
23. H 0.05
24. H 0.07
25. H 0.08
26. H 0.02
27. H 0.07
28. H 0.11
29. H 0.09
30. H 0.09
31. H 0.10
32. H 0.09
33. H 0.09
34. H 0.08
35. H 0.09
36. H 0.11
37. C -0.07
38. O -0.12
39. C -0.19
40. C -0.05
41. C -0.68
42. Br 0.68
43. C -0.09
44. C -0.06
45. C -0.16
46. O 0.02
47. C -0.24
48. N 0.16
49. C -0.24
50. C -0.04
51. C -0.13
52. C -0.12
53. C -0.02
54. C -0.18
55. N 0.20
56. H 0.10
57. H 0.06
58. H 0.08
59. H 0.10
60. H 0.10
61. H 0.07
62. H 0.10
63. H 0.08
64. H 0.09
65. H 0.09
66. H 0.13
67. N 0.00
68. N -0.04
69. C -0.77
70. O -0.02
71. O -0.27
72. H 0.03
73. H 0.08
74. H 0.11
75. C -0.02
76. C -0.63
77. C -0.01
78. C -0.01
79. O -0.20
80. Si -0.17
81. S 0.36
82. O -0.19
83. C -0.66
84. C -0.02
85. C -0.05
86. C -0.03
87. O -0.16
88. C -0.65
89. C -0.04
90. C -0.05
91. C -0.03
92. H 0.08
93. H 0.08
94. H 0.08
95. H 0.09
96. H 0.09
97. H 0.07
98. H 0.09
99. H 0.08

2.
This record from the Open Molecules 2025 dataset describes a cluster of 2 separate species, C3H7NS in total. The level of theory is wB97M-V/def2-TZVPD.

Cartesian coordinates (Å):
C (-0.24, 1.77, -1.23)
C (-0.65, 2.04, 0.18)
C (0.66, -2.72, 0.79)
N (-0.77, 0.79, -0.39)
S (1.26, -1.11, 0.34)
H (-0.75, 2.17, -2.10)
H (0.69, 1.47, -1.41)
H (0.06, 2.24, 0.97)
H (-1.74, 2.47, 0.22)
H (1.26, -3.41, 1.26)
H (0.36, -3.22, -0.08)
H (-0.14, -2.47, 1.47)

- net charge = 0
- F_max (eV/Å) = 4.56
- E (eV) = -15543.7285
- HOMO (alpha / beta) (eV) = -8.2 / -8.2
- lowest unoccupied orbital energy (alpha / beta) (eV) = -2.35 / -2.35
- ΔE to the lowest compared entry with this formula, charge and spin (kcal per mole) = 136.44
- Kohn-Sham gap (alpha / beta) (eV) = 5.8 / 5.8

How is the electron density shared among the atoms? According to natural (NBO), the charges in e are:
1. C -0.33
2. C -0.32
3. C -0.79
4. N -0.19
5. S 0.04
6. H 0.21
7. H 0.22
8. H 0.24
9. H 0.23
10. H 0.24
11. H 0.21
12. H 0.23

3.
This record from the Open Molecules 2025 dataset describes the molecule C3H5N3S. The level of theory is wB97M-V/def2-TZVPD.

Cartesian coordinates (Å):
H (0.35, 2.72, 0.34)
N (-0.38, 1.95, 0.01)
C (0.34, 0.82, -0.06)
N (1.69, 0.64, -0.15)
C (2.06, -0.76, 0.07)
C (0.83, -1.48, -0.02)
N (-0.24, -0.43, -0.05)
S (-1.96, -0.48, 0.02)
H (2.35, 1.36, 0.41)
H (3.10, -1.24, 0.20)
H (0.67, -2.59, 0.11)
H (-2.04, 0.89, 0.06)

- net charge = 0
- F_max (eV/Å) = 5.06
- E (eV) = -18495.2252
- HOMO (eV) = -7.7
- lowest unoccupied orbital energy (eV) = 0.64
- SMILES string = [H]/N=c1\[nH]ccn1S
- ΔE to the lowest compared entry with this formula, charge and spin (kcal per mole) = 61.63
- Kohn-Sham gap (eV) = 8.4

How is the electron density shared among the atoms? According to natural (NBO), the charges in e are:
1. H 0.35
2. N -0.84
3. C 0.55
4. N -0.59
5. C -0.10
6. C -0.08
7. N -0.55
8. S 0.15
9. H 0.42
10. H 0.25
11. H 0.25
12. H 0.21